Record 1
Molecular formula: C4H6IO4
Method: DFT, ωB97M-V/def2-TZVPD

Energy above the lowest of the compared OMol25 structures with the same formula, charge and spin = 179.22 kJ/mol
HOMO level = -0.1774 Ha
Orbital gap = 0.283 hartree
SMILES = CCO[C@@](O)(I)C(=O)[O-]
Total energy = -754.681860 hartree
Net charge = -1

Cartesian coordinates (Å):
I -0.6065 2.2341 0.2701
O -2.7696 -0.7441 0.0147
O -2.5084 -0.2196 2.1528
O 0.0969 -0.7444 0.1530
O 0.1726 0.3195 2.3383
C 1.2820 -0.2362 -0.4884
C 1.0477 -0.0813 -1.9768
C -2.1685 -0.3757 0.9878
C -0.5671 0.1038 0.8103
H 1.5536 0.7311 0.0188
H 0.0734 0.2367 -2.0516
H 1.6169 0.7748 -2.3649
H 2.1263 -0.8826 -0.2304
H -0.7237 -0.0458 2.7520
H 1.3746 -1.0703 -2.3857

Atom charges from the natural (NBO) analysis, given in e for atoms 1 to 8: -0.0643 -0.7059 -0.7554 -0.5204 -0.8756 -0.0828 -0.6462 0.7469

Record 2
Molecular formula: C3H11N2O
Method: DFT, ωB97M-V/def2-TZVPD

Energy above the lowest of the compared OMol25 structures with the same formula, charge and spin = 71.78 kJ/mol
HOMO level = -0.5499 Ha
Orbital gap = 0.420 hartree
Total energy = -305.425396 hartree
Net charge = +1

Cartesian coordinates (Å):
O -0.6787 2.4732 -0.8149
N -0.0939 -0.6609 -2.1793
N -0.0415 -0.6835 0.1294
C -0.1532 -0.8626 2.5609
C 0.5297 -0.5215 -1.0346
C 0.6777 -0.3798 1.4028
H -1.1147 -0.3468 2.5883
H -0.3603 -1.9119 2.3684
H 0.8726 0.6994 1.3953
H 0.0525 3.0197 -1.1299
H 0.4163 -0.7537 -3.0439
H -1.4114 3.1100 -0.8340
H 0.4209 -0.7985 3.4698
H -1.0488 -0.7358 0.2291
H -1.0922 -0.7970 -2.1882
H 1.5082 -0.0616 -0.9790
H 1.6577 -0.8658 1.3144

Atom charges from the natural (NBO) analysis, given in e for atoms 1 to 8: -0.9643 -0.7097 -0.4997 -0.6249 0.4093 -0.2126 0.2219 0.2209

Record 3
Molecular formula: C10H9N2O
Method: DFT, ωB97M-V/def2-TZVPD

Energy above the lowest of the compared OMol25 structures with the same formula, charge and spin = 326.55 kJ/mol
HOMO level = -0.5008 Ha
Orbital gap = 0.302 hartree
Total energy = -570.820902 hartree
Net charge = +1

Cartesian coordinates (Å):
O -2.3353 2.0990 0.0443
N -3.1037 -0.7308 0.0790
N -4.0466 -1.0089 -0.4391
C -0.1638 -2.3930 0.1021
C 2.1033 2.1026 0.1847
C -0.4845 -1.0419 -0.5558
C 2.5783 0.9275 -0.3489
C 1.8397 -0.1874 -0.5710
C 0.4742 0.0286 -0.4211
C 0.7711 2.3591 0.2487
C -1.9425 -0.2546 0.4426
C -0.0815 1.1943 0.0177
C -1.5193 1.2424 0.2155
H 0.2845 3.2346 0.7781
H -1.8828 -0.4040 1.5099
H -1.0449 -2.6023 0.7735
H 2.7700 2.8634 0.2980
H 2.3841 -1.1915 -0.8629
H 0.6909 -2.3583 0.8488
H 3.5982 0.6222 -0.1594
H -0.1325 -3.3384 -0.5478
H -0.7572 -1.1626 -1.6369

Atom charges from the natural (NBO) analysis, given in e for atoms 1 to 8: -0.4368 0.1459 0.3075 -0.6794 -0.2066 -0.0250 -0.1414 -0.1922

Record 4
Molecular formula: CH4AgIN2O
Method: DFT, ωB97M-V/def2-TZVPD

HOMO level = -0.3348 Ha
Orbital gap = 0.245 hartree
Total energy = -669.943620 hartree
Net charge = 0

Cartesian coordinates (Å):
I -1.1256 -1.7939 1.8559
Ag -3.1782 -3.0110 3.5760
O 1.0919 2.0145 -1.5617
N -0.5517 0.8561 -0.5866
N 1.5359 0.0420 -0.4954
C 0.7279 1.0441 -0.9300
H 2.4872 0.0305 -0.8169
H -1.2343 1.4919 -0.9595
H -0.8547 0.0757 -0.0244
H 1.1015 -0.7498 -0.0573

Atom charges from the natural (NBO) analysis, given in e for atoms 1 to 8: -0.7341 0.7515 -0.6705 -0.8503 -0.8500 0.7650 0.4053 0.4024